No. 1
Formula: C3H3OPS
Source: OMol25
Level of theory: ωB97M-V/def2-TZVPD

XYZ file:
```
9
Properties=species:S:1:pos:R:3:forces:R:3
C 1.606 0.064 0.314 -1.6020 -3.0581 0.6999
C 0.384 0.386 -0.175 -0.3211 -1.4499 -0.2030
C -0.843 -0.727 -0.151 4.1618 1.0280 0.9658
O -0.585 -1.795 0.350 -0.7711 0.0057 -0.2427
P -2.525 -0.335 -0.712 -0.7355 1.1405 0.1835
S -2.582 1.428 0.107 -0.4334 -0.6137 -0.3727
H 2.470 0.639 0.130 0.6612 0.9727 -0.0487
H 1.863 -0.975 0.885 -1.1241 2.6082 -1.4792
H 0.211 1.315 -0.749 0.1641 -0.6334 0.4972
```
Positions in Å, forces in eV/Å.

Its structure (SMILES) is C=CC(=O)P=S. As for the total charge: 0. The calculation puts the HOMO energy at -0.3336 Ha. As for the relative energy (zero: lowest compared OMol25 entry of this formula, charge and spin): 0.576 eV.



No. 2
Formula: ClHNO2S2
Source: OMol25
Level of theory: ωB97M-V/def2-TZVPD

XYZ file:
```
7
Properties=species:S:1:pos:R:3:forces:R:3
N -0.298 -0.398 0.856 1.6008 -0.3440 1.1120
O 1.390 0.737 -0.429 0.3966 -1.1812 -0.3488
O 1.429 -1.868 -0.359 0.8876 0.0818 0.5895
S -1.871 -0.271 0.856 -0.3900 -0.2260 -0.7886
S 0.543 -0.727 -0.531 -1.5029 0.3136 -0.8965
Cl -1.979 1.337 -0.557 -0.9168 0.8520 -0.2052
H 0.786 1.190 0.164 -0.0753 0.5038 0.5377
```
Positions in Å, forces in eV/Å.

As for the total charge: -1. The calculation puts the HOMO energy at -0.1252 Ha. As for the relative energy (zero: lowest compared OMol25 entry of this formula, charge and spin): 0.810 eV.



No. 3
Formula: C29H50P2Tm
Source: OMol25
Level of theory: ωB97M-V/def2-TZVPD

XYZ file:
```
82
Properties=species:S:1:pos:R:3:forces:R:3
Tm 0.123 1.280 -0.755 3.5062 1.8740 1.4940
C 2.502 1.134 0.601 -0.4851 1.0258 -0.7407
C 2.800 1.338 -0.784 -0.5152 0.6439 0.3193
C 1.672 3.209 -0.021 0.3450 -0.9121 -0.1874
C 1.839 2.308 1.070 -0.0983 -0.1793 -0.9671
C 2.304 2.628 -1.170 -0.0806 -0.7139 0.9730
C 3.034 0.057 1.473 0.1523 -0.4639 0.4057
H 3.388 -0.803 0.895 -0.0056 0.1548 0.1040
H 2.271 -0.302 2.178 0.2304 0.0001 -0.0587
H 3.885 0.413 2.076 -0.2217 -0.0534 -0.1684
C 1.474 2.610 2.471 -0.2703 0.1391 0.5060
H 1.875 1.853 3.152 -0.0338 0.1784 -0.0057
H 0.383 2.625 2.570 0.2472 0.0522 0.1922
H 1.856 3.599 2.773 -0.0599 -0.3268 -0.0442
C 0.958 4.510 0.056 -0.1938 0.4962 0.1420
H 1.461 5.193 0.756 -0.1174 -0.0251 -0.1875
H -0.068 4.354 0.419 0.2818 0.2105 -0.0413
H 0.900 4.997 -0.924 0.0508 0.0087 0.2166
C 2.608 3.329 -2.444 0.0982 0.1934 -0.3578
H 3.623 3.750 -2.420 -0.2307 -0.0371 -0.0118
H 1.907 4.151 -2.617 0.1365 -0.0712 -0.0911
H 2.559 2.657 -3.303 0.0640 0.1385 -0.0278
C 3.664 0.447 -1.604 0.2674 -0.1798 -0.2136
H 4.720 0.565 -1.320 -0.1787 -0.0491 -0.1518
H 3.578 0.668 -2.673 0.0507 -0.0054 0.0944
H 3.411 -0.611 -1.467 0.0701 0.0654 0.0153
C 0.085 -4.136 2.134 -0.1091 -0.2846 0.1856
C 0.414 -5.305 1.577 -0.0649 0.0299 0.2010
C 0.498 -5.549 0.088 -0.2602 -0.0381 0.0262
C -0.711 -4.997 -0.701 -0.4177 -0.5043 -0.3103
C -0.467 -3.649 -1.428 0.5767 0.0803 -0.1752
C 0.814 -2.898 -1.113 -0.3534 2.6758 -0.8323
C 1.154 -2.659 0.339 0.5690 0.3432 0.6313
C 0.011 -2.851 1.351 -0.1771 -0.0127 -0.0337
H 0.553 -6.632 -0.092 0.0016 0.3572 0.1094
H -1.615 -4.979 -0.080 0.4297 -0.0613 0.0789
H 1.402 -5.121 -0.338 0.2283 -0.1162 -0.0404
H -0.936 -2.834 0.802 0.0306 0.0472 0.2338
H -0.179 -4.049 3.195 0.4915 -0.2487 -0.3241
H 0.608 -6.194 2.177 -0.3306 0.2990 0.1508
H -0.057 -1.996 2.041 0.1752 -0.2850 -0.1565
H 2.029 -3.267 0.609 -0.2845 0.0896 0.2143
H 1.684 -3.224 -1.706 -0.3562 -0.1126 0.2708
H 1.498 -1.621 0.475 -0.0377 -0.2488 -0.2897
H -0.940 -5.739 -1.482 0.0041 0.2686 0.1767
H -0.407 -3.937 -2.486 -0.0473 0.4778 0.1689
P -1.808 -2.361 -1.422 -0.9801 -2.7571 -0.3127
C -3.016 -2.736 -0.147 -0.8519 0.3797 0.1300
C -2.605 -2.737 -3.015 -0.3169 0.1168 -0.1979
P 0.546 -0.954 -1.928 1.2952 -2.0200 -0.4759
C -1.264 -0.692 -1.387 -0.4416 -0.7212 -0.1003
C 0.618 -1.582 -3.685 0.1325 0.2168 -0.0889
C 0.185 1.095 -3.120 -0.3854 0.2036 0.3232
H -2.973 -1.981 0.648 -0.0922 -0.2574 -0.1569
H -2.882 -3.733 0.279 0.0331 0.2674 -0.0614
H -4.007 -2.710 -0.620 0.1581 0.1052 0.2886
H -3.678 -2.859 -2.823 0.1889 0.1686 -0.3154
H -2.212 -3.691 -3.414 -0.2250 0.5755 0.2451
H -2.435 -1.940 -3.753 -0.1525 -0.2777 0.2015
H -0.569 0.766 -3.844 0.2123 0.3202 0.0387
H 1.159 1.264 -3.599 -0.5180 0.1547 0.0406
H -0.189 2.073 -2.679 0.2072 0.0594 -1.2015
H -1.409 -0.225 -0.370 -0.3135 -0.7983 -0.4832
H -1.851 -0.115 -2.123 0.1775 -0.3010 0.2909
H 1.485 -1.094 -4.158 -0.3006 -0.0627 0.1849
H -0.259 -1.318 -4.282 0.1486 -0.0765 0.0924
H 0.790 -2.662 -3.734 -0.1168 0.2353 0.1170
C -3.869 3.874 2.460 -0.1772 0.2583 -0.0217
C -2.432 3.495 2.821 -0.0480 0.2699 0.3129
C -1.632 4.762 3.151 0.0748 0.2495 -0.0421
C -2.427 2.569 4.044 0.0481 -0.1371 0.1517
C -1.833 2.801 1.689 0.3774 -0.9829 -0.9655
C -1.336 2.160 0.764 -1.0239 0.1629 0.6216
H -4.351 4.355 3.320 0.0499 -0.0482 -0.1506
H -4.448 2.990 2.185 0.0250 0.0780 -0.0108
H -3.867 4.580 1.620 -0.1034 -0.1812 0.1534
H -2.106 5.279 3.992 0.0565 -0.0215 -0.0979
H -0.601 4.527 3.435 -0.1794 0.0137 -0.0691
H -1.607 5.447 2.293 -0.0065 -0.1453 0.1949
H -2.954 1.634 3.827 0.0829 0.1071 0.0394
H -1.399 2.337 4.345 -0.1982 -0.0199 -0.0462
H -2.930 3.062 4.884 0.0851 -0.0548 -0.1217
```
Positions in Å, forces in eV/Å.

As for the total charge: +1. The calculation puts the HOMO energy (alpha / beta) at -0.3622 / -0.3621 Ha. Its spin multiplicity is 3.



No. 4
Formula: C6H10
Source: OMol25
Level of theory: ωB97M-V/def2-TZVPD

XYZ file:
```
16
Properties=species:S:1:pos:R:3:forces:R:3
C 0.574 -0.047 1.696 -0.0959 0.0006 0.0048
C 1.630 -0.282 0.618 0.2716 -0.0638 0.0259
C 1.154 -0.097 -0.825 0.0980 -0.4813 -0.1587
C 0.152 0.971 -1.016 -0.6565 -0.3205 -0.1652
C -1.049 0.912 -1.098 0.1789 0.5140 0.0942
C -2.348 0.273 -1.055 -0.3300 0.0031 0.0136
H 0.221 0.990 1.691 0.0694 -0.1545 -0.0334
H 0.985 -0.258 2.690 -0.0437 0.0203 -0.1844
H -0.304 -0.690 1.559 0.1444 0.0605 -0.0295
H 1.989 -1.315 0.680 0.1107 0.1151 0.1146
H 2.489 0.368 0.811 -0.0665 -0.0299 -0.0187
H 1.975 -0.089 -1.541 0.1783 0.2422 0.1881
H 0.519 -0.950 -1.120 0.6947 -0.2243 0.2421
H -3.187 0.957 -0.974 -0.1759 0.0055 -0.0157
H -2.468 -0.360 -1.941 -0.1437 0.1654 0.0498
H -2.330 -0.384 -0.175 -0.2340 0.1476 -0.1275
```
Positions in Å, forces in eV/Å.

Its structure (SMILES) is CC#CCCC. As for the total charge: 0. The calculation puts the HOMO energy at -0.3359 Ha. As for the relative energy (zero: lowest compared OMol25 entry of this formula, charge and spin): 2.536 eV.



No. 5
Formula: C2H4F3NO5S2V
Source: OMol25
Level of theory: ωB97M-V/def2-TZVPD

XYZ file:
```
18
Properties=species:S:1:pos:R:3:forces:R:3
N -0.266 1.249 -1.039 0.8470 -0.4636 0.3520
S 1.349 1.405 -1.102 -0.4314 -0.4263 -0.9473
O 1.912 1.043 0.411 1.4080 0.2164 2.6086
O 1.973 0.139 -1.707 -0.8486 1.9181 -0.2647
S -0.929 -0.183 -0.835 -0.6669 -1.0136 -1.4271
O -0.034 -1.180 -0.169 -1.7928 0.7478 -0.6156
O -1.652 -0.674 -1.997 0.9198 0.7078 1.5485
C -2.240 0.153 0.447 0.3870 -0.2040 -0.6949
F -1.684 0.516 1.585 0.2343 0.1900 0.5029
F -3.032 1.112 0.010 -0.1977 0.2170 -0.0317
F -2.936 -0.955 0.627 -0.1228 -0.1901 0.0866
V 1.924 -0.990 -0.001 0.7155 -0.8545 -0.0127
O 2.644 -1.304 1.633 1.0056 -0.4869 1.3518
H 3.145 -2.064 1.925 0.0331 -0.1922 0.2238
C 1.836 1.566 1.912 -0.2405 2.7559 -2.7225
H 0.804 1.936 1.829 -0.2042 -1.5547 1.8035
H 2.560 1.093 2.583 -1.5275 -1.7366 -0.2904
H 2.284 2.558 2.072 0.4820 0.3695 -1.4706
```
Positions in Å, forces in eV/Å.

As for the total charge: 0. The calculation puts the HOMO energy (alpha / beta) at -0.2662 / -0.3955 Ha. Its spin multiplicity is 4. As for the relative energy (zero: lowest compared OMol25 entry of this formula, charge and spin): 0.000 eV.



No. 6
Formula: C3H4S3
Source: OMol25
Level of theory: ωB97M-V/def2-TZVPD

XYZ file:
```
10
Properties=species:S:1:pos:R:3:forces:R:3
C 0.060 -1.186 -0.001 -0.2478 -0.0978 -0.5775
C 0.265 0.304 -0.012 0.3361 -0.8623 0.2697
C -0.602 1.186 0.774 -0.1677 0.7396 0.7700
H 1.410 -1.008 -1.897 0.2615 0.5115 -0.2746
H 1.293 0.597 -0.138 0.3253 0.0251 0.1642
H -1.444 0.767 1.327 0.3865 -0.0428 -0.1365
H -0.132 2.068 1.209 -0.1309 -0.2964 0.0819
S 0.912 -2.063 -1.278 -0.4244 -0.2757 0.7313
S -0.933 -1.982 1.004 0.2797 0.1428 -0.0848
S -0.830 1.316 -0.988 -0.6183 0.1560 -0.9438
```
Positions in Å, forces in eV/Å.

Its structure (SMILES) is S=C(S)[C@@H]1CS1. As for the total charge: 0. The calculation puts the HOMO energy at -0.3252 Ha. As for the relative energy (zero: lowest compared OMol25 entry of this formula, charge and spin): 1.014 eV.



no.,total energy (hartree)
1,-930.817224
2,-1462.429554
3,-2902.522860
4,-234.509301
5,-2549.447619
6,-1311.232796